Below is a 2-piece molecular cluster, C2F3INO4S overall, with properties calculated with ωB97M-V/def2-TZVPD.

Last column: Löwdin charge in e.
Cartesian coordinates (Å):
C  -0.0262  0.4450  0.1573  -0.39
C  -0.7564  -1.0405  0.4040  -0.55
N  -2.4945  2.6805  -0.1457  0.47
O  -0.5907  1.3757  -0.2841  0.14
O  -2.6377  3.4211  -0.9481  0.42
O  1.6882  -1.4539  -1.1883  -0.42
O  1.2557  0.3158  0.5069  -0.24
F  -1.8586  -1.0090  1.2246  0.13
F  0.0004  -1.9826  0.9629  0.10
F  -1.1361  -1.4159  -0.7755  0.21
S  2.0882  -1.1654  0.1229  0.66
I  4.4676  -0.1707  -0.0367  0.46

Summary:
- HOMO-LUMO gap: 0.134 Ha
- Max |F|: 0.1160 hartree/bohr
- E: -38829.7683 eV
- Net charge: +1
- E_HOMO: -12.81 eV
- 2S+1: 1
- Energy above the lowest of the compared OMol25 structures with the same formula, charge and spin: 90.6 kJ/mol
- Molecular weight: 317.990 Da